(1)
{
  "formula": "C14H26Cl2MgN2O9",
  "method": "wB97M-V/def2-TZVPD",
  "largest_force_ev_per_a": 3.94,
  "e_lumo_ha": -0.1644,
  "gap_ha": 0.092,
  "e_homo_ev": -6.98,
  "symbols": ["C", "C", "O", "C", "O", "C", "C", "C", "C", "C", "N", "C", "O", "C", "H", "H", "H", "H", "H", "H", "H", "H", "H", "H", "H", "H", "H", "H", "H", "H", "H", "O", "H", "H", "Cl", "C", "C", "Cl", "H", "H", "H", "H", "Mg", "C", "C", "O", "O", "H", "H", "H", "N", "O", "O", "O"],
  "positions_angstrom": [[0.149343, -1.218500, 1.539228], [0.021284, -1.879769, 0.169353], [1.166395, -1.554081, -0.590703], [0.794708, -0.802891, -1.730983], [0.853234, -1.291850, -2.816948], [0.299031, 0.589342, -1.462454], [0.717079, 1.597622, -2.521052], [2.231184, 1.732216, -2.702339], [3.011918, 2.012102, -1.425939], [2.884928, 3.383674, -0.763698], [4.178485, 3.519891, -0.044544], [5.102475, 2.582729, -0.572609], [6.121065, 2.231026, -0.039649], [4.487727, 2.207414, -1.908214], [-0.424166, -1.747275, 2.308170], [-0.165498, -0.183493, 1.517432], [1.192628, -1.299698, 1.845659], [-0.879039, -1.555180, -0.347164], [-0.046474, -2.991004, 0.296689], [0.542019, 0.887840, -0.445469], [-0.795052, 0.526162, -1.482159], [0.291338, 1.321159, -3.485044], [0.261815, 2.554267, -2.263669], [2.622853, 0.869761, -3.238205], [2.388763, 2.594898, -3.352501], [3.078208, 1.218403, -0.678441], [2.936475, 4.162192, -1.526085], [2.030713, 3.568396, -0.119855], [4.146115, 3.277191, 0.940991], [4.512967, 3.157389, -2.448283], [4.925832, 1.414235, -2.499006], [4.217718, -2.553666, -1.223041], [4.212348, -3.487739, -0.996816], [3.430877, -2.192939, -0.801762], [-2.572187, 1.538830, -0.128482], [-3.648822, 1.633450, -1.554567], [-4.808638, 2.566502, -1.324138], [-5.946630, 1.925146, -0.120606], [-3.987482, 0.627201, -1.786845], [-3.043743, 1.994168, -2.386096], [-5.360992, 2.694812, -2.253675], [-4.471559, 3.543023, -0.985350], [-0.146697, -4.150861, 1.582889], [-2.748794, -3.494301, 5.012679], [-1.523692, -3.479928, 4.115946], [-0.400467, -3.492010, 4.602553], [-1.737984, -3.471213, 2.832111], [-2.473726, -3.510817, 6.064390], [-3.342532, -2.605913, 4.806540], [-3.348935, -4.374723, 4.792846], [-5.240606, -2.651519, 2.394450], [-4.491710, -2.020403, 3.178318], [-5.393801, -3.873553, 2.548600], [-5.810300, -2.047716, 1.477547]],
  "forces_ev_per_a": [[0.0663, -0.9853, 0.3502], [0.5536, 1.9574, 0.9268], [-0.4697, -0.4955, -0.3438], [0.0251, 0.0371, -1.1188], [0.2676, -0.0510, 0.5928], [-0.2650, -0.2968, 0.1297], [0.1893, -0.0770, -0.2610], [-1.0707, 0.4533, 0.5855], [1.5044, 0.3866, -1.7816], [0.6284, -0.0242, 0.2376], [0.1826, -1.1623, 1.0654], [0.0394, 0.5869, -0.9217], [-0.2122, -0.0303, 0.0699], [-0.0040, 0.1083, 0.9168], [-0.2914, 0.3480, -0.1130], [-0.0128, 0.1100, -0.0638], [0.1451, 0.2756, -0.0341], [-0.3258, -0.4854, 0.0656], [0.1497, 0.1152, -1.3641], [0.2051, 0.1494, -0.0110], [0.1504, -0.0984, 0.0451], [-0.1305, -0.1361, 0.0105], [0.0786, 0.0953, 0.1317], [0.0927, -0.1655, 0.1663], [0.1190, -0.0050, -0.1261], [-0.6126, -0.1752, -0.0075], [-0.5634, -0.0357, -0.1957], [-0.0112, -0.0854, 0.1664], [-0.2564, 0.7343, 0.2092], [0.0235, -0.1981, -0.5174], [0.1908, -0.1989, 0.2502], [-0.0551, 0.0147, 0.0915], [0.0877, -0.0269, -0.0564], [-0.0669, 0.0375, -0.0606], [-0.2206, 0.0624, 0.1632], [0.0229, -0.0146, -0.2507], [-0.1493, 0.0565, 0.0597], [0.0475, 0.0046, 0.0085], [-0.0422, -0.0317, 0.1520], [0.0206, 0.0668, 0.0356], [0.0444, -0.0521, -0.0425], [0.0412, -0.0135, 0.0325], [-2.1905, 0.6732, 3.2085], [0.2076, 0.2454, 0.0973], [-0.2907, -0.1541, 0.6783], [0.9116, -0.2843, -0.4626], [1.1382, -1.2295, -1.9056], [0.3492, -0.0478, -0.0958], [-0.1740, -0.2361, -0.2125], [-0.1564, 0.1394, -0.2640], [0.1257, 0.1189, 0.0928], [-0.0173, 0.2286, -0.1001], [0.0374, -0.2539, -0.0006], [-0.0569, 0.0448, -0.2284]]
}

***

(2)
{
  "formula": "C14H26Cl2N2O8",
  "method": "wB97M-V/def2-TZVPD",
  "largest_force_ev_per_a": 5.26,
  "multiplicity": 2,
  "e_lumo_ha": [-0.1594, -0.3308],
  "charge": 1,
  "gap_ha": [0.270, 0.099],
  "e_homo_ev": [-11.69, -11.69],
  "symbols": ["C", "C", "O", "C", "O", "O", "H", "H", "H", "H", "C", "C", "O", "C", "O", "O", "H", "H", "H", "H", "C", "C", "O", "N", "C", "H", "H", "H", "H", "H", "H", "H", "C", "C", "O", "N", "C", "H", "H", "H", "H", "H", "H", "H", "Cl", "C", "C", "Cl", "H", "H", "H", "H"],
  "positions_angstrom": [[0.300556, -0.215956, 0.410585], [0.004924, -0.436955, -1.070384], [0.217176, 0.838291, -1.708162], [0.283675, 1.735683, -0.737046], [0.161012, 2.919348, -0.904727], [0.310312, 1.199209, 0.524538], [1.275631, -0.467422, 0.827807], [-0.491290, -0.736897, 0.948827], [-1.046084, -0.681658, -1.223971], [0.657237, -1.176024, -1.535548], [3.144801, 0.872346, 2.540554], [3.976004, -0.169112, 3.387910], [3.002457, -0.600531, 4.205211], [1.716412, -0.315486, 3.851566], [0.680606, -0.639668, 4.467250], [1.792603, 0.520012, 2.714978], [3.495462, 0.766705, 1.513919], [3.299016, 1.926940, 2.768903], [4.694501, 0.254519, 4.089623], [4.524704, -0.880450, 2.770647], [2.630222, -3.924530, 0.216141], [3.494928, -3.499834, -0.901548], [3.192922, -2.558931, -1.635066], [4.601265, -4.215095, -0.977936], [5.737140, -4.064208, -1.895420], [1.770395, -4.459921, -0.186532], [2.283867, -2.941007, 0.533666], [3.184323, -4.526115, 0.936677], [4.702016, -4.983474, -0.330208], [5.497034, -3.410406, -2.733862], [6.015514, -5.081173, -2.171819], [6.669273, -3.754664, -1.422748], [-4.137778, -0.747702, 0.425381], [-4.485764, 0.732338, 0.393215], [-3.793287, 1.543124, 1.063028], [-5.734374, 1.046727, -0.089429], [-6.118262, 2.461783, -0.164055], [-3.874206, -0.959958, 1.461510], [-3.267726, -0.867829, -0.220135], [-5.031219, -1.324755, 0.186885], [-6.229538, 0.437598, -0.724948], [-7.203629, 2.534991, -0.095372], [-5.599035, 2.784058, -1.066634], [-5.653135, 3.142607, 0.548843], [-2.767436, 5.935544, -3.222011], [-2.261044, 4.623167, -2.105014], [-3.028829, 3.301235, -2.432616], [-2.120571, 2.513596, -3.675139], [-2.319838, 4.933544, -1.061799], [-1.176545, 4.581398, -2.206114], [-4.082373, 3.442574, -2.673821], [-2.894024, 2.592425, -1.615598]],
  "forces_ev_per_a": [[0.5297, -0.1246, -0.2681], [0.6814, -0.3488, -0.5569], [0.3773, -0.9254, 0.6322], [-1.2740, 2.0518, 0.8442], [0.5654, -0.5504, 0.0006], [-0.7346, 0.3578, -0.9576], [-0.1880, -0.9027, -0.6099], [0.0686, 0.5180, 0.6535], [-0.0115, -0.1849, -0.0853], [-0.1243, -0.0174, -0.0405], [2.1541, 0.1363, -0.8547], [0.8073, 3.0449, -1.0831], [-3.6566, -2.8727, 2.4541], [-1.8919, 0.2922, 1.0126], [4.1827, 1.1432, -2.8166], [-0.4241, -1.4453, 1.8817], [-0.6677, -0.0747, -0.3087], [-0.0715, -0.1162, 0.5225], [0.3451, 0.4912, -0.5515], [-0.6139, -0.5729, 0.0375], [-0.7757, 0.3900, -0.0502], [-0.2879, 0.8372, -0.9129], [0.2141, -0.2871, 0.1555], [2.2560, -0.7301, -0.3378], [-0.0504, -0.6561, 0.2164], [0.0050, -0.1256, 0.1457], [-0.2451, -0.3557, 0.9385], [-0.4613, 0.2752, 0.2874], [-0.0940, 0.2482, -0.1082], [-0.0575, -0.2909, 0.1119], [-0.3056, 0.0413, -0.7925], [-0.3147, 0.7137, 0.4243], [0.6416, 0.7810, 0.4188], [-3.9574, -0.8116, -0.1853], [-0.0937, -0.1589, -0.7369], [3.0496, 0.9889, 1.8076], [0.5517, 0.2597, -0.6641], [0.2376, -0.1750, -0.0529], [-0.1414, -0.4674, -0.0344], [0.2444, 0.0924, -0.3497], [0.3338, -0.4287, 0.0684], [0.2396, 0.1768, -0.5115], [-1.0884, 0.5190, -0.5586], [0.0117, -0.7221, 0.8017], [-0.1343, -0.2147, 0.3864], [-0.1442, 0.0911, 0.1478], [1.4452, 1.0577, 1.2368], [0.1135, -0.8211, -1.5973], [-0.8810, 0.1736, -0.0323], [-0.2090, -0.7763, -0.4628], [0.2097, 0.1520, -0.2012], [-0.3654, 0.3242, 0.5352]]
}

***

(3)
{
  "formula": "C14H26F3NO3",
  "method": "wB97M-V/def2-TZVPD",
  "largest_force_ev_per_a": 0.26,
  "e_lumo_ha": 0.0276,
  "gap_ha": 0.348,
  "e_above_lowest_kcal_mol": 0.00,
  "e_homo_ev": -8.73,
  "symbols": ["C", "C", "O", "C", "O", "C", "F", "F", "F", "H", "H", "H", "H", "H", "C", "C", "C", "C", "O", "C", "C", "N", "C", "C", "C", "C", "H", "H", "H", "H", "H", "H", "H", "H", "H", "H", "H", "H", "H", "H", "H", "H", "H", "H", "H", "H", "H"],
  "positions_angstrom": [[3.035808, -3.894667, 4.860803], [3.838342, -2.864429, 4.100878], [3.058469, -2.288582, 3.023078], [2.225388, -1.320756, 3.363894], [2.043548, -0.859706, 4.451441], [1.499576, -0.791552, 2.103674], [1.050467, -1.789610, 1.337069], [2.350561, -0.056642, 1.371042], [0.470744, -0.025476, 2.444251], [2.669874, -4.668252, 4.185947], [3.668959, -4.364085, 5.613752], [2.187009, -3.435135, 5.364847], [4.694516, -3.308848, 3.599800], [4.181298, -2.059348, 4.749002], [2.416716, -0.328138, -2.079460], [2.274170, 0.835886, -2.690763], [1.907066, 2.112673, -2.000024], [0.535863, 2.626672, -2.452702], [-0.088703, 3.348339, -1.403971], [-1.397883, 2.908383, -1.092788], [-1.356360, 1.698619, -0.168430], [-2.698855, 1.292279, 0.260014], [-3.045992, -0.100765, -0.016126], [-3.422314, -0.415469, -1.473434], [-4.360617, 0.636111, -2.077635], [-2.222341, -0.683800, -2.383409], [2.649416, -1.229929, -2.630346], [2.269576, -0.412036, -1.009911], [2.393020, 0.884592, -3.770509], [2.668497, 2.873916, -2.182300], [1.853970, 1.953755, -0.921923], [-0.084039, 1.773121, -2.744399], [0.626562, 3.284600, -3.322916], [-1.903258, 3.731415, -0.588781], [-1.955049, 2.681158, -2.007563], [-0.843452, 0.868866, -0.664252], [-0.735326, 1.971711, 0.689624], [-2.765595, 1.432194, 1.258042], [-2.240352, -0.783852, 0.296081], [-3.915412, -0.336097, 0.601192], [-3.986149, -1.351499, -1.420660], [-4.932208, 1.147602, -1.304170], [-5.066716, 0.174277, -2.768544], [-3.807598, 1.392537, -2.632950], [-2.530194, -1.223246, -3.280427], [-1.749462, 0.244601, -2.708175], [-1.461541, -1.281390, -1.877865]],
  "forces_ev_per_a": [[-0.0514, 0.0061, -0.0376], [0.0877, -0.0261, 0.0681], [-0.0339, 0.0330, -0.0100], [-0.0132, 0.0229, -0.0360], [-0.0018, -0.0304, -0.0169], [0.0448, -0.0073, 0.0303], [-0.0242, -0.0061, -0.0050], [-0.0125, 0.0142, 0.0467], [-0.0202, 0.0122, 0.0032], [0.0174, -0.0103, 0.0075], [0.0031, -0.0023, 0.0031], [0.0140, 0.0106, 0.0095], [-0.0192, 0.0009, -0.0231], [-0.0310, 0.0112, -0.0045], [-0.1176, -0.1161, 0.0141], [0.0219, 0.1488, -0.1370], [-0.0722, -0.0154, 0.0033], [-0.0036, -0.0233, 0.0963], [0.0038, 0.1620, -0.1014], [0.0819, -0.0829, 0.0302], [-0.0196, 0.0194, 0.0565], [0.2335, -0.1190, -0.0326], [0.0118, 0.0584, -0.0295], [-0.0521, 0.0294, -0.0346], [-0.0720, -0.1124, 0.0499], [0.0120, 0.0442, 0.0293], [0.0252, -0.0173, 0.0218], [0.0935, -0.0460, -0.0092], [0.0483, 0.0039, -0.0114], [0.0046, 0.0376, 0.0433], [0.0237, -0.0545, 0.0126], [-0.0165, 0.0055, 0.0086], [0.0084, -0.0435, -0.0403], [-0.0179, 0.0305, 0.0006], [-0.0697, -0.0037, 0.0010], [0.0136, -0.0089, -0.0231], [-0.0061, -0.0142, 0.0222], [-0.1336, 0.0800, -0.0372], [-0.0172, -0.0522, -0.0313], [-0.0259, 0.0491, 0.0260], [0.0510, -0.0720, 0.0920], [-0.0193, 0.0089, 0.0140], [0.0328, -0.0053, -0.0738], [0.0290, 0.0838, 0.0510], [-0.0089, 0.0368, -0.0353], [0.0063, 0.0236, -0.0026], [-0.0086, -0.0637, -0.0090]]
}

***

(4)
{
  "formula": "C14H26GaI2N2O3S3Y",
  "method": "wB97M-V/def2-TZVPD",
  "largest_force_ev_per_a": 7.45,
  "e_lumo_ha": [-0.6185, -0.5841],
  "charge": 4,
  "gap_ha": [0.093, 0.134],
  "e_homo_ev": [-19.37, -19.54],
  "symbols": ["I", "I", "Y", "Ga", "S", "S", "C", "C", "C", "C", "C", "C", "C", "C", "C", "C", "C", "O", "O", "O", "H", "H", "H", "H", "H", "H", "H", "H", "H", "H", "H", "H", "H", "H", "H", "H", "H", "H", "C", "N", "C", "S", "N", "C", "H", "H", "H", "H", "H", "H", "H", "H"],
  "positions_angstrom": [[-0.624436, -3.152939, -0.001187], [-0.912669, -2.072720, -6.028829], [-0.279593, -0.510923, -3.761514], [0.192845, -0.760082, -0.550166], [1.761687, -1.365955, -2.186769], [-2.043634, -0.677004, -1.779416], [0.887741, -0.313209, 1.478111], [3.542763, -0.702901, -1.992594], [-3.569213, 0.436845, -1.512120], [4.145746, -0.939743, -3.378872], [3.482066, 0.758286, -1.583013], [4.234983, -1.539897, -0.928540], [-4.322863, 0.387385, -2.860920], [-3.026444, 1.812297, -1.119116], [-4.461416, -0.148981, -0.412647], [1.275436, 1.244343, -4.267880], [-1.246421, 1.626695, -4.106194], [1.983944, -0.195312, 1.964403], [2.100995, 1.997485, -4.527355], [-1.854338, 2.598132, -4.282655], [3.672422, -0.316370, -4.150153], [4.065329, -1.998476, -3.670890], [5.212222, -0.680946, -3.392978], [2.951947, 1.375572, -2.316424], [4.508868, 1.145785, -1.513606], [3.022008, 0.862904, -0.592647], [3.829919, -1.324869, 0.061006], [5.300166, -1.295566, -0.892570], [4.148924, -2.610282, -1.140510], [-5.269817, 0.965081, -2.842230], [-4.596077, -0.668687, -3.071546], [-3.724459, 0.786471, -3.696797], [-3.836231, 2.543623, -0.971783], [-2.359117, 2.220294, -1.890288], [-2.483485, 1.725352, -0.164298], [-5.407838, 0.411404, -0.304119], [-3.962514, -0.125257, 0.561298], [-4.730160, -1.185702, -0.672412], [1.395392, -0.626035, 5.784561], [0.630968, -0.952165, 4.555949], [-0.320362, -0.202662, 4.009315], [-0.718508, -0.552772, 2.317605], [-1.052303, 0.751411, 4.601128], [-1.347183, 0.834751, 6.027578], [1.308627, 0.449246, 6.019179], [2.450163, -0.919400, 5.594205], [0.956696, -1.254244, 6.591298], [1.036604, -1.657780, 3.923158], [-1.677465, 1.231573, 3.943077], [-0.738025, 1.640162, 6.467246], [-2.416230, 1.058993, 6.137740], [-1.117657, -0.113218, 6.526183]],
  "forces_ev_per_a": [[-0.5165, -0.4490, -0.1856], [0.2785, 0.7617, 0.9341], [-0.2625, -2.8510, -1.5187], [0.1013, -0.6405, -1.3430], [-0.7440, 0.2630, 0.7330], [1.0743, -0.5620, 0.9541], [2.2830, 0.0924, 2.1455], [0.9907, 0.4804, 0.0150], [-1.4814, 1.3603, 0.4039], [-0.2841, -0.1707, -0.4039], [0.0261, 0.1828, -0.1521], [-0.2980, -0.4107, 0.0275], [0.3630, -0.6797, -0.3400], [0.2477, 0.0545, 0.0029], [0.1882, -0.6560, -0.0286], [4.5673, 3.5183, -1.5677], [-4.3049, 5.9447, -1.2998], [-3.3628, -0.1756, -1.8073], [-3.1410, -2.5770, 0.8644], [3.0681, -4.3908, 0.7029], [0.0773, -0.1947, 0.1687], [0.0714, 0.3334, 0.0398], [-0.1857, -0.0280, 0.2885], [0.1795, -0.1006, 0.3158], [-0.2281, -0.1176, 0.0037], [0.0744, 0.0933, -0.1352], [-0.0350, -0.0786, 0.0605], [-0.0941, 0.1017, -0.1715], [0.0716, 0.1449, 0.0769], [0.5710, -0.1778, 0.3936], [0.0909, 0.6532, -0.0889], [-0.2819, -0.2101, 0.2787], [0.0682, -0.3900, -0.1101], [-0.2065, -0.0394, 0.4067], [-0.1089, 0.1666, -0.2874], [0.5159, -0.0168, -0.3229], [-0.0398, -0.0813, -0.0912], [0.0196, 0.3310, 0.2584], [-0.0118, -0.6052, 0.5808], [-0.2983, 0.8044, -1.2891], [0.5804, 0.2639, 1.5119], [0.2926, 0.4653, -0.1368], [0.1694, -1.4621, -1.8288], [0.0154, 0.3628, 0.8338], [0.1499, -0.6167, -0.1691], [-0.7373, 0.3030, 0.2762], [0.6249, 0.5610, -0.2967], [-0.3562, 0.3443, 0.8339], [0.3338, 0.0883, 0.6505], [-0.3712, -0.2233, -0.0175], [0.3772, -0.0123, 0.0318], [-0.1217, 0.2421, -0.2010]]
}